DFT (wB97M-V/def2-TZVPD) results for an isolated molecule of C4H5O2PS in a non-equilibrium geometry.

For the electronic energy, the calculation gives -1045.35191 hartree. The energy above the lowest of the compared OMol25 structures with the same formula, charge and spin comes out at 23.26 kJ/mol. As for the frontier orbital gap: 8.158 eV. As for the spin multiplicity: 1. Its structure (SMILES) is COp1ccoc1=S.

Geometry as XYZ:
```
13
C4H5O2PS, DFT wB97M-V/def2-TZVPD
H 0.996 0.190 2.376
C 0.966 -0.347 1.467
C 0.454 -1.318 -0.840
H -1.064 1.715 -1.636
O -0.730 1.097 0.163
H -2.238 2.326 -0.155
C -1.720 1.560 -0.722
S -0.017 -1.721 -2.308
O 1.676 -1.621 -0.342
P -0.705 -0.403 0.726
H -2.506 0.702 -0.880
C 1.945 -1.059 0.840
H 2.944 -1.119 1.309
```

Atom charges from the Löwdin analysis, given in e for atoms 1 to 2: 0.04, -0.25

DFT (wB97M-V/def2-TZVPD) results for a structure of composition C4H5O2Pb in a non-equilibrium geometry.

For the electronic energy, the calculation gives -498.35976 hartree. The energy above the lowest of the compared OMol25 structures with the same formula, charge and spin comes out at 14.53 kJ/mol. As for the frontier orbital gap (spin up / spin down): 4.949 / 4.948 eV. As for the spin multiplicity: 1. Its total charge is +1.

Geometry as XYZ:
```
12
C4H5O2Pb, DFT wB97M-V/def2-TZVPD
H -0.129 -1.497 1.147
Pb -3.508 -2.078 1.464
C 1.093 0.052 0.156
C 1.316 0.410 -1.149
O 2.126 1.469 -1.314
O -2.564 -0.563 0.623
H 2.195 1.805 -0.302
H 1.986 -0.221 0.733
H 0.505 0.384 -1.885
C -0.177 -0.548 0.600
C -1.391 -0.057 0.277
H -1.452 0.846 -0.350
```

Atom charges from the Löwdin analysis, given in e for atoms 1 to 2: 0.10, 1.55

DFT (wB97M-V/def2-TZVPD) results for a structure of composition C4H5O2Rh in a non-equilibrium geometry.

For the electronic energy, the calculation gives -415.33935 hartree. The energy above the lowest of the compared OMol25 structures with the same formula, charge and spin comes out at 192.56 kJ/mol. As for the frontier orbital gap (spin up / spin down): 7.735 / 4.565 eV. As for the spin multiplicity: 5. Its total charge is +2.

Geometry as XYZ:
```
12
C4H5O2Rh, DFT wB97M-V/def2-TZVPD
H -0.829 1.197 1.538
O 0.319 0.008 2.786
H 0.870 1.636 1.600
H -1.529 -0.448 -2.261
C 0.520 -0.064 0.404
Rh 0.338 -2.761 -3.524
H 0.193 0.592 3.539
C -0.531 -0.613 -1.820
H 0.542 1.139 -0.851
O 0.126 -1.621 -2.269
C -0.208 0.171 -0.731
C 0.189 0.762 1.589
```

Atom charges from the Löwdin analysis, given in e for atoms 1 to 2: 0.21, 0.14

DFT (wB97M-V/def2-TZVPD) results for the ion C4H5O2S with charge -1 in a non-equilibrium geometry.

For the electronic energy, the calculation gives -704.03651 hartree. The energy above the lowest of the compared OMol25 structures with the same formula, charge and spin comes out at 263.81 kJ/mol. As for the frontier orbital gap: 7.332 eV. As for the spin multiplicity: 1. Its total charge is -1.

Geometry as XYZ:
```
12
C4H5O2S, DFT wB97M-V/def2-TZVPD
H 1.091 2.050 0.536
C -0.506 0.952 -0.111
O 1.778 -1.233 -0.282
O 3.228 0.551 0.337
C 0.783 1.116 -0.008
S 2.190 0.134 -0.670
C -1.118 -0.372 -0.613
H -1.399 -0.605 -1.650
H -2.022 -2.084 0.253
H -1.150 1.548 0.405
C -1.482 -1.153 0.355
H -1.395 -0.906 1.448
```

Atom charges from the Löwdin analysis, given in e for atoms 1 to 2: 0.07, -0.20

DFT (wB97M-V/def2-TZVPD) results for a structure of composition C4H5O2Zn in a non-equilibrium geometry.

For the electronic energy, the calculation gives -2085.11339 hartree. The energy above the lowest of the compared OMol25 structures with the same formula, charge and spin comes out at 0.00 kJ/mol. As for the frontier orbital gap (spin up / spin down): 7.677 / 5.783 eV. As for the spin multiplicity: 2.

Geometry as XYZ:
```
12
C4H5O2Zn, DFT wB97M-V/def2-TZVPD
H 2.123 -0.056 -2.961
Zn 2.156 -2.886 2.121
C 1.331 -0.204 0.045
H 1.063 1.960 -0.098
O 1.451 -1.315 2.153
C 1.125 1.182 -2.021
H 1.110 0.686 1.950
H 1.514 -1.126 -0.516
C 1.168 1.041 -0.681
H 0.961 2.159 -2.483
C 1.292 -0.257 1.403
O 1.156 0.107 -2.864
```

Atom charges from the Löwdin analysis, given in e for atoms 1 to 2: 0.12, 0.75

DFT (wB97M-V/def2-TZVPD) results for a cluster of 2 separate species, C4H5O3 in total in a non-equilibrium geometry.

For the electronic energy, the calculation gives -380.68120 hartree. The energy above the lowest of the compared OMol25 structures with the same formula, charge and spin comes out at 384.85 kJ/mol. As for the frontier orbital gap: 6.448 eV. As for the spin multiplicity: 1. Its total charge is +1.

Geometry as XYZ:
```
12
C4H5O3, DFT wB97M-V/def2-TZVPD
H 1.612 -1.157 -1.310
O -0.132 -0.409 -0.710
H 2.725 -0.112 0.537
H 1.030 0.515 -2.045
C -0.232 -0.147 0.527
H -4.721 0.327 0.564
C 1.248 -0.223 -1.192
H 2.311 1.335 0.124
O 0.836 0.300 1.072
C -3.745 -0.144 0.977
O -2.832 -0.644 1.340
C 1.898 0.360 0.116
```

Atom charges from the Löwdin analysis, given in e for atoms 1 to 2: 0.09, -0.03

M values, unit u, following the record order: 148.1, 292.3, 188.0, 117.1, 150.5, 101.1.